The molecule C9H12ClN2PS, computed with wB97M-V/def2-TZVPD.

```
26
C9H12ClN2PS (wB97M-V/def2-TZVPD)
C -0.590 -2.496 -1.474
C 0.580 -2.235 -0.734
C -1.306 -1.448 -1.998
C 1.072 -0.924 -0.687
C -0.939 -0.144 -1.715
C 0.318 0.073 -1.166
C -0.128 0.388 2.219
C -0.074 1.687 1.300
C 0.889 1.454 -0.998
N 1.034 0.258 3.025
N 1.022 1.879 0.428
P 2.526 1.675 1.156
S 4.096 1.909 0.103
Cl 2.567 2.904 2.673
H -1.077 -3.445 -1.480
H 1.064 -3.022 -0.233
H -2.198 -1.506 -2.502
H 2.063 -0.735 -0.496
H -1.384 0.612 -2.414
H -0.895 0.776 2.942
H -0.713 -0.407 1.582
H -1.028 1.746 0.717
H -0.145 2.510 1.981
H 1.826 1.662 -1.403
H 0.203 2.204 -1.412
H 1.353 -0.654 3.226
```

Output
E in hartree: -1659.2918
Total charge: 0
Frontier orbital gap (alpha / beta) in eV: 6.61 / 6.62
E_HOMO (alpha / beta) in eV: -8.02 / -8.03
ΔE to the lowest compared entry with this formula, charge and spin in kcal per mole: 52.9

Atomic partial charges in e from the Löwdin method, atoms 1 to 8: atom 1 (C): -0.0661, atom 2 (C): -0.0277, atom 3 (C): -0.0897, atom 4 (C): -0.0609, atom 5 (C): -0.0355, atom 6 (C): -0.2528, atom 7 (C): -0.3549, atom 8 (C): -0.2831